50
Properties=species:S:1:pos:R:3:mulliken_charge:R:1 method="wB97M-V/def2-TZVPD" smiles=CCCN(C)c1cc(N2CCOCC2)nc2c(-c3cc[nH]n3)nccc12 energy_ha=-1142.0332 total_charge=0 lumo_energy_ha=0.005 relative_energy_kj_mol=474.1
O -5.012 -1.500 1.182 -0.406
N 1.583 1.413 -3.386 -0.712
N -0.972 0.456 -0.980 -0.525
N 2.254 0.275 1.544 0.621
N -2.346 -0.412 0.606 0.619
N -1.071 2.171 -4.626 -0.891
N -2.271 1.847 -5.090 0.290
C 0.111 0.056 1.119 0.324
C -4.774 -0.434 0.244 -0.609
C 5.073 -0.855 2.779 -1.087
C 3.708 -1.549 2.711 -0.660
C 2.647 1.408 -2.593 -0.667
C 2.914 -1.136 1.498 -0.240
C -1.076 0.111 0.311 -1.475
C 1.474 0.792 -0.695 0.846
C 1.308 0.467 0.612 0.023
C 2.661 1.448 2.360 -1.053
C -3.483 0.449 0.612 -0.611
C 0.258 0.748 -1.447 -0.416
C -2.511 -1.584 1.517 -0.697
C -0.890 1.239 -3.667 0.112
C -3.868 -2.353 1.205 -0.775
C 2.645 1.124 -1.304 -0.610
C 0.415 1.178 -2.844 1.010
C -1.989 0.329 -3.598 -0.285
C -2.879 0.769 -4.595 -0.713
H 3.596 1.568 -3.009 0.467
H 3.590 -2.606 2.769 0.448
H -3.825 0.389 -4.674 0.510
H -3.777 -2.648 0.138 0.384
H 3.246 2.099 1.629 0.286
H -2.087 -0.589 -2.964 0.344
H -5.672 0.230 0.287 0.374
H 3.578 -1.077 0.553 0.235
H -3.702 0.744 1.622 0.274
H 3.178 -1.117 3.598 0.236
H -2.430 -1.347 2.536 0.470
H -2.598 2.516 -5.771 0.217
H 1.863 2.014 2.761 0.272
H 3.416 1.272 -0.567 0.394
H 5.365 -0.914 3.853 0.317
H 5.906 -1.265 2.097 0.298
H 4.940 0.156 2.620 0.328
H -1.782 -2.358 1.354 0.372
H -4.090 -3.117 1.921 0.372
H -3.490 1.287 -0.064 0.419
H 0.087 -0.203 2.129 0.678
H 2.122 -1.906 1.352 0.221
H 3.344 1.168 3.181 0.379
H -4.686 -0.753 -0.829 0.295